{"formula": "C16H39CrN3O7", "method": "ωB97M-V/def2-TZVPD", "charge": 1, "mol_weight_g_mol": 437.50, "largest_force_ev_per_a": 3.6, "lumo_energy_ev": [-5.289, -4.055], "spin_multiplicity": 4, "e_above_lowest_kcal_mol": 58.3, "e_tot_ev": -64442.7488, "s2": 3.823, "homo_energy_ev": [-11.053, -11.053], "symbols": ["Cr", "C", "C", "O", "O", "H", "H", "H", "C", "C", "O", "O", "H", "H", "H", "C", "C", "C", "O", "C", "N", "H", "H", "H", "H", "H", "H", "H", "H", "H", "H", "H", "C", "C", "C", "O", "C", "N", "H", "H", "H", "H", "H", "H", "H", "H", "H", "H", "H", "C", "C", "C", "O", "C", "N", "H", "H", "H", "H", "H", "H", "H", "H", "H", "H", "H"], "xyz": [[-1.41331, 1.84149, 0.94309], [-4.35301, -0.74448, 0.63321], [-3.14780, 0.07128, 0.79415], [-2.93605, 0.83858, 1.80291], [-2.30065, 0.23058, -0.13268], [-4.72816, -0.71286, -0.38337], [-5.10502, -0.48705, 1.37353], [-4.06180, -1.77994, 0.84710], [1.49410, -0.77578, 1.58196], [0.64632, 0.40853, 1.30471], [-0.09629, 0.94630, 2.22041], [0.41495, 0.85448, 0.16026], [1.33286, -1.45785, 0.74504], [1.11325, -1.36762, 2.41608], [2.53895, -0.55743, 1.78312], [-0.23095, -5.43727, 0.45974], [1.05719, -6.22952, 0.57568], [1.81666, -5.96505, 1.86488], [1.98389, -4.57699, 2.06878], [3.08561, -4.26114, 2.86284], [0.85353, -7.67518, 0.47191], [-0.97777, -5.80871, 1.16860], [-0.69385, -5.51083, -0.52817], [-0.07928, -4.36792, 0.63025], [1.76560, -5.90363, -0.19432], [2.79888, -6.44664, 1.80255], [1.28513, -6.43593, 2.70886], [3.26995, -4.82708, 3.78141], [3.00265, -3.20569, 3.12933], [4.00866, -4.35059, 2.27003], [0.25227, -7.80177, -0.33545], [0.35444, -8.01226, 1.28797], [-1.21509, 5.21171, 3.85363], [-1.08635, 4.48694, 2.51013], [0.34304, 4.25040, 2.17608], [0.32930, 3.47352, 0.97247], [1.60801, 3.38914, 0.35585], [-1.75656, 3.15637, 2.57940], [-2.23415, 5.15890, 4.24032], [-0.99575, 6.26862, 3.70504], [-0.54315, 4.80198, 4.60845], [-1.56310, 5.12393, 1.76588], [0.89298, 3.73555, 2.97426], [0.87015, 5.19177, 1.99342], [2.33669, 2.82857, 0.95365], [2.02571, 4.38936, 0.20655], [1.52685, 2.89405, -0.60335], [-1.29327, 2.69012, 3.37085], [-2.67623, 3.23605, 3.01827], [1.16276, 2.16897, -3.39767], [0.04118, 1.37172, -4.06882], [0.30100, 1.17730, -5.54714], [0.03491, 2.28126, -6.39068], [-1.23838, 2.86034, -6.22281], [-0.13680, 0.05372, -3.43923], [1.02910, 2.28323, -2.32060], [1.14568, 3.18368, -3.81738], [2.15971, 1.78038, -3.61871], [-0.86443, 1.96569, -3.92218], [-0.29923, 0.33373, -5.91951], [1.33675, 0.87500, -5.72532], [-1.53234, 3.31842, -7.16343], [-1.19280, 3.59650, -5.41387], [-2.00626, 2.11526, -5.97764], [-0.28087, 0.16652, -2.43616], [0.81996, -0.31072, -3.41420]], "atomic_forces_ev_per_a": [[0.9236, -2.0947, 2.8194], [-0.0632, -1.0595, 0.7258], [0.6380, 1.7291, -0.9605], [0.1396, 0.5366, 0.2063], [0.2018, -0.0047, -0.4311], [0.0590, 0.1327, -0.0682], [-0.0500, 0.1620, -0.0911], [-0.0826, -0.0053, -0.1430], [-0.3792, -0.8204, 0.1655], [-1.4155, 0.3627, -0.3327], [-0.7724, 0.3584, 0.0232], [0.4202, -0.2183, -0.6826], [0.6326, 0.2373, -0.2684], [-0.0604, 0.4986, 0.3101], [0.0655, 0.0938, -0.3227], [-0.4086, 0.4141, 0.0197], [0.4505, 0.1834, 0.1946], [-0.0029, -0.3519, 0.2243], [-0.6085, -0.2233, 0.2154], [1.1785, 0.7707, -0.2773], [0.1366, 0.4270, -0.4097], [0.1077, 0.0765, 0.1217], [0.2152, -0.2306, -0.0644], [0.0725, -0.0923, 0.1468], [-0.2768, -0.1805, -0.2991], [-0.0538, -0.0704, -0.0804], [0.0166, 0.2270, 0.0629], [-0.6435, -0.2718, -0.0456], [-0.0773, -0.0455, 0.1024], [-0.0205, -0.0848, 0.0497], [0.0220, -0.4691, 0.0945], [-0.1144, -0.0038, -0.0555], [-0.0779, 0.1718, -0.1892], [-0.7028, 0.5296, 1.3233], [0.4542, -0.0317, -0.7779], [-0.1870, -0.0136, -0.1370], [0.8500, 0.1587, -0.2048], [0.4290, 0.0250, 0.5305], [-0.0121, -0.0255, -0.0649], [0.1348, -0.0073, 0.1624], [0.0267, -0.0058, -0.0048], [-0.0530, -0.3535, -0.3092], [-0.1867, -0.2128, -0.0668], [-0.1323, 0.0225, -0.0314], [-0.3029, -0.0332, 0.1735], [-0.2095, 0.0286, 0.0025], [-0.2055, 0.0396, 0.0990], [0.3344, -0.3889, -0.5172], [-0.3524, 0.1884, -0.8631], [-0.0567, 0.9500, -0.6557], [0.2673, 0.3200, 1.0341], [-0.5149, -0.6767, -0.8465], [0.4738, 0.2029, 0.1304], [-0.0395, -0.2612, 0.1781], [0.8264, -0.0558, 0.1980], [-0.0960, -0.3191, -0.0984], [0.1338, -0.0267, 0.0576], [-0.0777, -0.2461, 0.1447], [-0.2003, -0.3045, -0.1187], [-0.1327, 0.0132, 0.3455], [0.0663, 0.2634, 0.0593], [0.1477, 0.2104, 0.0225], [-0.2798, 0.1651, -0.1412], [0.0875, -0.0442, 0.0156], [-0.4220, 0.2274, -0.0974], [-0.2403, -0.4930, -0.3027]]}